[1]
The following is a quantum chemistry calculation of C27H30Cl2O6 in the gas phase in a non-equilibrium geometry, from the OMol25 dataset.

ORCA input file:
```
! RIJCOSX wB97M-V def2-TZVPD def2/J DEFGRID3
* xyz 0 1
C -0.88913 3.07450 1.62487
C -0.87210 1.64772 1.09122
C -0.74105 1.59830 -0.44072
C 0.36652 0.58363 -0.75874
C 0.20223 -0.23211 -2.05258
C -0.02796 0.69702 -3.24363
C 0.06290 -0.09305 -4.54824
C -0.92442 -1.21650 -4.50296
C -1.91241 -1.29985 -5.39758
C -2.94885 -2.33385 -5.38482
O -3.83818 -2.38194 -6.21551
C -2.82024 -3.30781 -4.29590
C -1.85045 -3.24254 -3.38884
C -0.77057 -2.19620 -3.36345
C 0.54691 -2.98069 -3.53210
C -0.82160 -1.38125 -2.02061
Cl -2.52171 -0.75701 -1.94369
C -0.59555 -2.22789 -0.74595
O -1.52492 -3.26174 -0.57682
C -0.59322 -1.34386 0.50915
C 0.51104 -0.28765 0.50219
C 1.89321 -0.93803 0.57972
C 0.26852 0.75413 1.64095
O 1.47882 1.50789 1.79315
C 1.60557 2.16128 2.95726
O 0.84160 2.02308 3.88203
C 2.78567 3.02082 2.95476
C 3.70594 3.28475 1.96502
C 4.62355 4.19388 2.52141
C 4.19625 4.41555 3.80173
O 3.09664 3.71696 4.06716
C -0.13703 0.09206 2.97421
O -1.28157 0.06322 3.33535
C 0.95041 -0.71215 3.67538
Cl 0.79766 -0.54920 5.43900
H -1.02754 3.07918 2.70272
H -1.71970 3.61032 1.17094
H 0.03260 3.60208 1.38182
H -1.80479 1.17499 1.40889
H -1.68862 1.31188 -0.88574
H -0.47408 2.58002 -0.83047
H 1.30392 1.14002 -0.86844
H 1.16797 -0.72557 -2.21073
H -1.01151 1.16101 -3.17337
H 0.72143 1.48993 -3.23487
H -0.15122 0.55691 -5.39702
H 1.07627 -0.48314 -4.66999
H -1.99192 -0.57243 -6.19417
H -3.55666 -4.09801 -4.27162
H -1.78063 -3.99221 -2.61476
H 0.55466 -3.42964 -4.52323
H 1.42453 -2.34837 -3.43806
H 0.60671 -3.77974 -2.79823
H 0.37015 -2.73309 -0.83870
H -2.40368 -2.86949 -0.47985
H -1.56923 -0.86465 0.58746
H -0.48473 -2.00806 1.36843
H 1.92340 -1.71180 1.34110
H 2.14730 -1.39681 -0.37186
H 2.65029 -0.19192 0.80429
H 3.70737 2.87516 0.97617
H 5.47893 4.62448 2.04349
H 4.58991 5.03359 4.58500
H 0.79664 -1.76927 3.44808
H 1.95655 -0.40735 3.39658
*
```

Summary:
* E_LUMO: 0.16 eV
* SMILES: C[C@H]1C[C@@H]2[C@@H]3CCC4=CC(=O)C=C[C@]4(C)[C@@]3(Cl)[C@H](O)C[C@]2(C)[C@]1(OC(=O)c1ccco1)C(=O)CCl
* HOMO-LUMO gap: 9.626 eV

***

[2]
The following is a quantum chemistry calculation of a molecular structure, C27H30ClNOP2Tc in a non-equilibrium geometry, from the OMol25 dataset.

ORCA input file:
```
! RIJCOSX wB97M-V def2-TZVPD def2/J DEFGRID3
* xyz 2 4
C -0.34670 0.71536 -4.75566
C 0.35165 0.24575 -3.66961
C 0.75728 1.21371 -2.69860
C -0.15536 2.27813 -2.46313
C -0.92740 2.70532 -3.53774
C -0.92831 2.00587 -4.74132
C -0.20426 2.74924 -1.12214
C 1.04908 2.80273 -0.45643
C 1.95085 1.74615 -0.75621
C 2.87360 1.38978 0.27425
C 3.31714 2.38963 1.10805
C 2.64009 3.62908 1.16906
C 1.44018 3.75075 0.47547
H -0.51538 0.05663 -5.62870
H -1.51765 3.61145 -3.38126
H -1.48679 2.37384 -5.59316
H -1.01911 3.31376 -0.77836
H 4.13608 2.20070 1.82859
H 2.95578 4.41381 1.84214
H 0.77522 4.61090 0.57998
N 1.84686 1.00917 -1.90049
Tc -0.45855 -0.53357 0.25091
C 0.58357 -1.19529 -3.31543
H 1.64624 -1.35839 -3.09115
H 0.27387 -1.88574 -4.11559
C 3.16563 -0.07589 0.42430
H 3.51708 -0.49793 -0.52997
H 3.90018 -0.26953 1.21985
P -0.39405 -1.69862 -1.76210
P 1.63318 -1.08961 0.88290
C 1.75678 -1.12168 2.71411
H 0.96901 -1.77115 3.11356
H 2.72782 -1.53616 2.98636
H 1.66163 -0.11825 3.14357
C 2.35049 -2.74245 0.50733
H 3.14924 -2.93104 1.23128
H 1.57220 -3.50957 0.61880
H 2.76649 -2.73480 -0.50720
C -2.09286 -1.79140 -2.42174
H -2.13117 -2.40627 -3.32568
H -2.72024 -2.24327 -1.65509
H -2.47180 -0.79656 -2.64730
C 0.03606 -3.47429 -1.76147
H -0.45721 -3.94039 -0.90293
H -0.32122 -3.94480 -2.68304
H 1.11477 -3.61530 -1.68433
C -1.12785 -2.07765 1.12538
O -1.45007 -3.13406 1.54023
H -0.57845 1.05824 -0.41666
Cl -3.24333 0.11683 0.41709
C -3.07397 0.05039 2.15650
C -4.11521 -0.45883 2.91724
C -3.96970 -0.56749 4.29341
C -2.77617 -0.19929 4.90159
C -1.74146 0.32957 4.14461
C -1.86532 0.46604 2.75263
C -0.75635 0.94215 1.90317
H -5.03353 -0.75063 2.40291
H -4.78947 -0.98690 4.87900
H -2.66325 -0.29799 5.96971
H -0.79362 0.59857 4.61741
H -0.96486 1.90916 1.44779
H 0.17264 1.07208 2.46333
*
```

Summary:
* E_LUMO (spin up / spin down): -6.93 / -9.88 eV
* <S²>: 3.914
* HOMO-LUMO gap (spin up / spin down): 6.836 / 3.418 eV

***

[3]
The following is a quantum chemistry calculation of a molecular structure, C27H30FeN7S2SeSi in a non-equilibrium geometry, from the OMol25 dataset.

ORCA input file:
```
! RIJCOSX wB97M-V def2-TZVPD def2/J DEFGRID3
* xyz 0 2
Fe 0.20218 0.10480 0.00485
C -1.51683 0.63140 3.23544
C -1.45168 1.70306 2.18882
C -2.00406 2.94391 2.41345
C -1.89167 3.93528 1.42619
C -1.23274 3.69072 0.25268
C -0.65545 2.41029 0.06020
N -0.80569 1.45623 1.03645
N 0.03688 1.93676 -0.95590
Si 0.41890 2.76577 -2.41923
C 1.22083 1.53927 -3.57731
C -1.13735 3.36550 -3.26957
C 1.55448 4.25559 -2.19435
H -2.45887 0.69733 3.77797
H -0.70667 0.76833 3.95672
H -1.42567 -0.36032 2.80397
H -2.52087 3.13337 3.34308
H -2.33340 4.90968 1.59714
H -1.13411 4.44719 -0.51502
H 0.55710 0.68576 -3.74071
H 2.16928 1.17948 -3.18933
H 1.41217 2.00876 -4.54608
H -1.81370 2.52486 -3.44643
H -0.88313 3.79957 -4.24134
H -1.68364 4.12380 -2.70350
H 2.23426 4.16461 -1.34496
H 0.97751 5.17354 -2.05901
H 2.16935 4.38715 -3.08901
S 3.09493 -0.54854 3.26769
C 3.53244 0.99024 2.57598
C 4.58434 1.83814 2.90815
C 4.70485 3.02320 2.20871
C 3.79351 3.36203 1.20047
C 2.75270 2.51966 0.86873
C 2.63049 1.32109 1.56386
N 1.64774 0.36420 1.36704
C 1.76273 -0.65723 2.17399
C 0.78344 -1.72380 2.09817
C 0.71018 -2.77899 3.00357
C -0.36279 -3.65038 2.92091
C -1.33758 -3.44157 1.94820
C -1.23947 -2.38384 1.04659
C -0.16961 -1.49686 1.09695
H 5.28466 1.57868 3.69084
H 5.51351 3.70094 2.44808
H 3.90762 4.30174 0.67543
H 2.03579 2.74511 0.09249
H 1.46849 -2.91159 3.76863
H -0.44918 -4.47880 3.61124
H -2.18749 -4.11180 1.89438
H -2.02075 -2.25163 0.30657
Se -3.08113 -1.14786 -3.33269
C -1.91390 -0.70696 -2.07875
N -1.10588 -0.43335 -1.28160
C 6.01146 -0.92931 -0.73412
C 5.15824 -0.32605 -1.85070
C 3.73722 -0.78350 -1.76531
N 2.88780 -0.27714 -0.95334
N 1.65632 -0.88211 -1.01529
C 1.58574 -1.84011 -1.90152
N 0.50701 -2.61998 -2.09034
S 3.08300 -2.07998 -2.73029
H 7.03483 -0.56025 -0.79517
H 6.03618 -2.01786 -0.80025
H 5.60170 -0.65420 0.23830
H 5.56832 -0.57851 -2.82964
H 5.15001 0.76180 -1.76901
H -0.35573 -2.27590 -1.68601
H 0.41558 -3.11554 -2.96050
*
```

Summary:
* E_LUMO (spin up / spin down): -0.19 / -0.21 eV
* <S²>: 0.772
* HOMO-LUMO gap (spin up / spin down): 7.221 / 7.171 eV

***

[4]
The following is a quantum chemistry calculation of a molecular structure, C27H30IrN5OS in a non-equilibrium geometry, from the OMol25 dataset.

ORCA input file:
```
! RIJCOSX wB97M-V def2-TZVPD def2/J DEFGRID3
* xyz 0 5
Ir -0.66723 -0.54019 0.73099
C 0.19327 -0.02983 -3.32383
C 0.45271 -1.47953 -3.01287
C -0.55067 -2.13361 -2.07688
N -0.22708 -2.07672 -0.61038
C 0.71086 -2.91083 -0.17812
C 1.17015 -4.03250 -0.99760
C 1.95673 -5.12735 -0.66142
C 2.87850 -5.26735 0.36559
C 2.92596 -4.52147 1.51489
C 2.05113 -3.54847 1.94264
C 1.12071 -2.73332 1.22181
N 0.73386 -1.54018 1.68421
C 1.39594 -1.04318 2.93801
C 1.05168 0.39232 3.20618
C -0.45878 0.50218 3.51299
N -1.25969 0.36608 2.34380
C -2.54515 0.97074 2.37558
C -3.01165 1.72373 3.51507
C -4.26748 2.22323 3.73154
C -5.43529 1.89000 2.95026
C -5.50441 1.23011 1.71932
C -4.53880 0.77963 0.83439
C -3.14318 0.85244 1.09117
N -2.17462 0.54782 0.08846
C -2.12161 1.16198 -1.26509
C -0.88281 2.04125 -1.59821
H -0.89071 0.20126 -3.50229
H 0.80006 0.32681 -4.19700
H 1.49278 -1.59473 -2.66695
H 0.30532 -2.06633 -4.01036
H -0.73099 -3.14747 -2.43795
H -1.53000 -1.60253 -2.13311
H 0.70333 -4.13240 -1.99381
H 1.99753 -5.97142 -1.43017
H 3.64818 -5.98911 0.19436
H 3.83632 -4.53296 2.12971
H 2.17343 -3.13602 2.94553
H 2.47439 -1.17098 2.89221
H 1.03737 -1.63932 3.75427
H 1.29547 1.15761 2.43450
H 1.64536 0.73794 4.05488
H -0.70634 1.44510 4.05260
H -0.71793 -0.31711 4.16017
H -2.28460 2.02801 4.28937
H -4.45030 2.83416 4.64032
H -6.33504 2.28985 3.39751
H -6.55199 1.02700 1.42949
H -4.87791 0.40049 -0.14028
H -3.02801 1.79867 -1.44789
H -2.15788 0.28772 -1.93927
H -0.75171 2.78873 -0.79963
H -1.12465 2.62443 -2.50168
O 3.15974 0.58357 -2.94733
N 3.08698 1.85487 -2.87973
C 4.13540 2.64531 -3.20521
C 3.96602 4.00494 -3.17559
C 2.82936 4.61023 -2.68172
C 1.75501 3.79517 -2.26376
C 1.89934 2.42066 -2.43591
S 0.76933 1.19681 -1.87636
H 4.99485 2.08240 -3.55355
H 4.78586 4.62856 -3.58432
H 2.69150 5.66421 -2.67191
H 0.80207 4.16889 -1.94163
*
```

Summary:
* E_LUMO (spin up / spin down): -1.19 / -1.00 eV
* <S²>: 6.075
* HOMO-LUMO gap (spin up / spin down): 2.534 / 5.057 eV

***

[5]
The following is a quantum chemistry calculation of 2 unconnected molecules or ions with the total composition C27H30N2O5 in a non-equilibrium geometry, from the OMol25 dataset.

ORCA input file:
```
! RIJCOSX wB97M-V def2-TZVPD def2/J DEFGRID3
* xyz 0 1
C -3.09713 5.35754 1.44336
N -2.25625 4.24065 1.87061
C -2.71978 3.12766 2.45492
O -3.91900 2.96726 2.66002
C -1.67553 2.07660 2.90283
C -0.95368 1.35120 1.74864
C -0.30229 2.27209 0.73431
C 0.77038 3.10037 1.12051
C 1.33482 4.00144 0.19695
C 0.83436 4.06257 -1.12249
O 1.37568 4.92348 -2.02234
C -0.23044 3.22532 -1.50995
C -0.80071 2.33478 -0.58182
N -2.14342 1.11916 3.92387
C -3.08636 0.17305 3.88236
C -3.75574 -0.25430 2.58875
O -3.38160 -0.40787 4.91605
H -2.48314 6.23726 1.24648
H -3.64075 5.08382 0.53698
H -3.82208 5.59411 2.22605
H -1.26919 4.28337 1.66090
H -0.90418 2.66117 3.40332
H -0.18255 0.70248 2.16644
H -1.66215 0.71570 1.22222
H 1.16603 3.03890 2.12556
H 2.15890 4.63250 0.49197
H 2.06504 5.46715 -1.64048
H -0.59925 3.27424 -2.52367
H -1.62328 1.70014 -0.88420
H -1.78374 1.25543 4.85447
H -4.04556 0.60705 1.99570
H -4.65063 -0.82301 2.83663
H -3.07412 -0.88841 2.02647
C 2.05076 0.62347 -3.51117
C 2.64294 1.38837 -2.52930
C 3.05081 0.88751 -1.16090
C 2.72992 -0.56564 -0.90458
C 3.66929 -1.56272 -1.19918
C 3.38161 -2.90659 -0.93841
C 2.14815 -3.27168 -0.38904
O 1.89180 -4.59331 -0.12296
C 1.08631 -5.28476 -0.99978
C 0.62658 -4.78792 -2.23688
C -0.17941 -5.57404 -3.06721
C -0.53611 -6.86637 -2.67380
C -0.08930 -7.37104 -1.44997
C 0.71645 -6.58063 -0.62354
C 1.20200 -2.27537 -0.09506
O -0.00817 -2.61093 0.44613
C 1.49472 -0.93686 -0.35619
H 1.81986 -0.42868 -3.37434
H 1.78827 1.06072 -4.46964
H 2.82768 2.43506 -2.75368
H 4.12757 1.04171 -1.04098
H 2.55453 1.49558 -0.40075
H 4.62912 -1.29231 -1.62882
H 4.11340 -3.67643 -1.16224
H 0.89113 -3.79029 -2.57235
H -0.52627 -5.18015 -4.01843
H -1.15910 -7.47862 -3.31934
H -0.36426 -8.37578 -1.14142
H 1.06691 -6.97395 0.32544
H -0.04041 -3.57881 0.54658
H 0.75058 -0.18245 -0.12957
*
```

Summary:
* E_LUMO: 0.30 eV
* SMILES: CNC(=O)[C@H](Cc1ccc(O)cc1)NC(C)=O.C=CCc1ccc(Oc2ccccc2)c(O)c1
* HOMO-LUMO gap: 8.957 eV

***

[6]
The following is a quantum chemistry calculation of a molecular structure, C27H30N5O5SeZr in a non-equilibrium geometry, from the OMol25 dataset.

ORCA input file:
```
! RIJCOSX wB97M-V def2-TZVPD def2/J DEFGRID3
* xyz 1 1
Zr -0.17113 0.17707 0.20902
N -2.19866 1.54973 -0.25199
C -2.15861 2.67063 0.73429
C -0.80862 2.64206 1.42977
O -0.69742 2.89473 2.61473
N 0.18255 2.27587 0.52601
C 1.57993 2.48869 0.94899
C 2.48351 1.41606 0.37365
O 3.67178 1.50952 0.32205
O 1.79113 0.32618 -0.04028
H -1.86032 1.88026 -1.15156
H -3.15474 1.25504 -0.40894
H -2.95422 2.57252 1.46813
H -2.27620 3.63664 0.24191
H 1.67129 2.48399 2.03842
H 1.95285 3.45004 0.59513
C -3.40266 -1.56245 -0.03830
O -1.98933 -1.69587 0.00893
C -1.51472 -3.02688 -0.19563
C -0.24417 -3.12924 0.58633
O 0.65580 -2.10476 0.16147
C 1.47675 -2.50560 -0.96289
H -3.87901 -2.35996 0.53422
H -3.76698 -1.58157 -1.06810
H -3.66464 -0.60627 0.40676
H -1.35743 -3.19863 -1.26395
H -2.24907 -3.74737 0.17276
H 0.22467 -4.10783 0.47425
H -0.43620 -2.95409 1.64583
H 1.94326 -3.45769 -0.71351
H 2.22419 -1.73130 -1.09271
H 0.86806 -2.59084 -1.86273
Se -2.90624 0.25627 3.37251
N -1.90526 0.24516 4.81765
C -0.66776 0.00122 4.43505
C 0.51290 -0.04388 5.25384
C 1.69629 -0.22128 4.62620
C 1.75701 -0.35350 3.19216
N 0.70960 -0.35780 2.42741
C -0.49913 -0.18858 3.03677
N -1.55437 -0.10745 2.25395
H 0.44279 0.08725 6.32502
H 2.62460 -0.24120 5.17924
H 2.71930 -0.44694 2.69664
C -2.07234 -1.14285 -6.93521
C -2.49188 -2.07063 -5.99293
C -2.21289 -1.85510 -4.65163
C -1.49850 -0.73395 -4.22455
C -1.09618 0.19936 -5.18461
C -1.38404 -0.00740 -6.52528
C -1.25696 -0.61284 -2.76736
C -0.36159 0.08552 -2.05200
C 0.71213 0.90296 -2.73002
C 0.71934 2.29111 -2.72605
C 1.76340 3.01394 -3.29367
C 2.83568 2.35181 -3.87036
C 2.84128 0.96235 -3.88944
C 1.79059 0.25378 -3.32941
H -2.28940 -1.29749 -7.98407
H -3.03862 -2.95266 -6.30013
H -2.54980 -2.57501 -3.91160
H -0.56938 1.09417 -4.89102
H -1.07040 0.72612 -7.25687
H -1.93910 -1.24351 -2.20314
H -0.10313 2.83968 -2.27722
H 1.73380 4.09623 -3.28102
H 3.65722 2.91022 -4.29868
H 3.66567 0.42954 -4.34587
H 1.79364 -0.82941 -3.37389
*
```

Summary:
* E_LUMO: -4.93 eV
* HOMO-LUMO gap: 5.490 eV

***

[7]
The following is a quantum chemistry calculation of C27H30N8S in the gas phase in a non-equilibrium geometry, from the OMol25 dataset.

ORCA input file:
```
! RIJCOSX wB97M-V def2-TZVPD def2/J DEFGRID3
* xyz 0 1
C 3.85136 2.94442 -1.66484
C 3.45269 2.07151 -0.48090
C 4.36996 0.85354 -0.25218
C 5.75683 1.30116 0.21271
C 4.52155 -0.03027 -1.49579
N 3.79074 0.06659 0.83255
N 4.43059 -0.05770 1.99927
N 3.72073 -0.76493 2.76756
N 2.59950 -1.13494 2.17003
C 2.62512 -0.62417 0.95753
C 1.54040 -0.80384 -0.05676
C 0.29328 -0.05571 0.39854
C -0.19190 -0.17373 1.71674
C -1.30857 0.50049 2.11910
C -2.00258 1.34033 1.22499
N -3.10546 1.98445 1.65466
C -3.74820 2.74389 0.81522
C -3.35788 2.94546 -0.52200
C -2.23274 2.31663 -0.97794
C -1.51136 1.47960 -0.10103
C -0.35436 0.77390 -0.48247
N 1.41774 -2.23184 -0.33566
C 0.84577 -3.08234 0.68549
C -0.68128 -3.28588 0.52596
N -1.22429 -2.39160 -0.47391
C -2.39218 -1.77584 -0.25610
N -3.00390 -1.72383 0.87122
C -4.13943 -0.97031 0.80674
C -4.98886 -0.68780 1.86927
C -6.09234 0.11141 1.65144
C -6.36586 0.63413 0.39281
C -5.53423 0.36773 -0.68039
C -4.43082 -0.43165 -0.46429
S -3.20297 -0.91634 -1.60431
C -0.61181 -2.38334 -1.77865
C 0.90987 -2.59741 -1.63284
H 3.82420 2.38281 -2.59483
H 3.15418 3.77443 -1.74986
H 4.84803 3.35583 -1.53468
H 3.46334 2.67568 0.42972
H 2.42566 1.73081 -0.62640
H 5.68329 1.90409 1.11314
H 6.37340 0.43504 0.43681
H 6.24000 1.88184 -0.56695
H 4.88125 -1.01580 -1.20752
H 5.24732 0.41190 -2.17221
H 3.58622 -0.15136 -2.03447
H 1.86507 -0.35616 -0.99976
H 0.34424 -0.79159 2.41938
H -1.68861 0.40831 3.12347
H -4.63167 3.23402 1.20418
H -3.94378 3.58553 -1.16360
H -1.89290 2.43764 -1.99804
H 0.00363 0.89488 -1.49851
H 1.34475 -4.05498 0.60452
H 1.09641 -2.66461 1.65786
H -1.20886 -3.07828 1.45596
H -0.89108 -4.32174 0.22688
H -4.76431 -1.09044 2.84332
H -6.75346 0.33914 2.47411
H -7.23516 1.25778 0.24698
H -5.73614 0.77193 -1.66065
H -0.81809 -1.41341 -2.24003
H -1.04580 -3.16051 -2.42426
H 1.14680 -3.65722 -1.76776
H 1.43698 -2.03729 -2.40865
*
```

Summary:
* E_LUMO: 0.30 eV
* SMILES: CCC(C)(C)n1nnnc1[C@H](c1ccc2ncccc2c1)N1CCN(c2nc3ccccc3s2)CC1
* HOMO-LUMO gap: 8.035 eV